(a)
Formula: H4O2
Source: OMol25
Level of theory: ωB97M-V/def2-TZVPD

Output
Lowest unoccupied orbital energy in Eh: 0.0208
Gap between HOMO and LUMO in eV: 11.33
Total charge: 0

CARTESIAN COORDINATES (ANGSTROEM)
H1 1.1382 -1.1608 -0.5359
H2 1.8787 -0.3262 0.2880
H3 -2.1257 0.2334 0.2583
H4 -0.5592 0.5482 0.1705
O1 1.1204 -0.2383 -0.2886
O2 -1.4524 0.9436 0.1076


(b)
Formula: H4O2
Source: OMol25
Level of theory: ωB97M-V/def2-TZVPD

Output
Lowest unoccupied orbital energy in Eh: 0.0280
Gap between HOMO and LUMO in eV: 12.02
Total charge: 0

CARTESIAN COORDINATES (ANGSTROEM)
H1 1.1094 0.7891 0.3531
H2 2.1615 -0.1993 0.1542
H3 -1.8818 -0.6008 0.4686
H4 -0.9539 -0.1087 -0.6285
O1 1.2878 -0.0064 -0.2018
O2 -1.7231 0.1263 -0.1456


(c)
Formula: H4O2
Source: OMol25
Level of theory: ωB97M-V/def2-TZVPD

Output
Lowest unoccupied orbital energy in Eh: 0.0284
Gap between HOMO and LUMO in eV: 12.14
Total charge: 0

CARTESIAN COORDINATES (ANGSTROEM)
H1 -1.1160 -0.6747 1.0018
H2 -0.6226 0.6212 0.3604
H3 0.4506 0.2725 -1.0972
H4 1.3372 -0.4801 0.0045
O1 -1.2904 -0.0506 0.2621
O2 1.2412 0.3117 -0.5315


Which one sits at the top of the stability order? (b) does.


(a)
Formula: H4O2
Source: OMol25
Level of theory: ωB97M-V/def2-TZVPD

Output
Lowest unoccupied orbital energy in Eh: 0.0248
Gap between HOMO and LUMO in eV: 11.33
Total charge: 0

CARTESIAN COORDINATES (ANGSTROEM)
H1 -0.5283 0.2778 -1.7417
H2 -1.6012 0.2124 -0.6584
H3 0.4834 0.1813 0.4811
H4 1.0842 -0.5052 1.8420
O1 -0.7381 -0.1079 -0.8932
O2 1.3000 -0.0583 0.9703


(b)
Formula: H4O2
Source: OMol25
Level of theory: ωB97M-V/def2-TZVPD

Output
Lowest unoccupied orbital energy in Eh: 0.0317
Gap between HOMO and LUMO in eV: 12.12
Total charge: 0

CARTESIAN COORDINATES (ANGSTROEM)
H1 -2.4667 0.7990 0.5562
H2 -0.9850 0.6656 0.4304
H3 1.6216 -1.5317 0.0116
H4 2.1214 -0.2619 -0.7956
O1 -1.7983 0.8959 -0.0660
O2 1.5070 -0.5669 -0.1367


Which one sits at the top of the stability order? (a) does.


(a)
Formula: C3H3N3O2
Source: OMol25
Level of theory: ωB97M-V/def2-TZVPD

Output
Lowest unoccupied orbital energy in Eh: -0.0360
Gap between HOMO and LUMO in eV: 7.77
Total charge: 0

CARTESIAN COORDINATES (ANGSTROEM)
C1 -1.1494 -0.4187 -0.0027
C2 0.5846 0.9954 -0.1316
C3 1.0009 -0.3036 -0.1219
H1 -2.4436 -1.7962 0.0149
H2 -1.3118 1.8294 0.2756
H3 1.1272 1.9181 0.0661
N1 -2.3693 -0.7468 -0.0187
N2 -0.7514 0.9419 -0.0284
N3 2.1830 -0.9776 0.0646
O1 3.1830 -0.2351 -0.0246
O2 -0.0533 -1.2068 -0.0934


(b)
Formula: C3H3N3O2
Source: OMol25
Level of theory: ωB97M-V/def2-TZVPD

Output
Lowest unoccupied orbital energy in Eh: -0.0121
Gap between HOMO and LUMO in eV: 8.82
Total charge: 0

CARTESIAN COORDINATES (ANGSTROEM)
C1 0.1737 1.1494 1.6202
C2 0.4363 -1.4296 -0.6902
C3 -0.6589 -0.6406 -1.3061
H1 1.0036 2.0827 3.0052
H2 -0.7460 1.8681 1.7710
H3 0.9887 -2.3107 -1.1048
N1 1.3718 1.3319 2.1435
N2 0.2073 0.4179 0.2864
N3 0.9189 -0.5796 0.3009
O1 -1.4705 -0.9511 -2.1069
O2 -0.8343 0.4128 -0.4593


(c)
Formula: C3H3N3O2
Source: OMol25
Level of theory: ωB97M-V/def2-TZVPD

Output
Lowest unoccupied orbital energy in Eh: -0.0381
Gap between HOMO and LUMO in eV: 8.19
Total charge: 0

CARTESIAN COORDINATES (ANGSTROEM)
C1 0.3596 -1.0527 -1.2190
C2 0.5741 -0.0681 -0.4102
C3 -0.1006 1.2683 1.1667
H1 -0.9068 -2.5854 -1.9642
H2 1.1824 -1.9410 -1.1704
H3 -1.6332 2.2967 1.4581
N1 -0.6892 2.1458 1.8701
N2 1.1899 0.7371 1.5166
N3 1.5080 -0.0881 0.5524
O1 -0.8704 -1.3872 -1.7528
O2 -0.6138 0.6746 -0.0473


Which one sits at the top of the stability order? (a) does.


(a)
Formula: C3H7N2S3
Source: OMol25
Level of theory: ωB97M-V/def2-TZVPD

Output
Lowest unoccupied orbital energy in Eh: -0.1613
Gap between HOMO and LUMO in eV: 8.55
Total charge: +1

CARTESIAN COORDINATES (ANGSTROEM)
C1 -1.6555 1.2742 0.1718
C2 0.2766 -0.0752 0.1202
C3 2.9648 -0.9254 0.1656
N1 -2.2273 0.1178 0.0565
N2 -0.2900 1.2191 0.0946
S1 -1.1461 -1.1895 0.1310
S2 -3.9163 -0.2072 0.1598
S3 1.5807 -0.3845 1.2540
H1 -2.2197 2.2665 -0.0470
H2 1.0311 -0.3038 -1.2765
H3 2.6261 -0.5029 -0.7799
H4 3.0682 -2.0128 0.0824
H5 3.8744 -0.4149 0.4856
H6 0.2314 1.9491 0.3390
H7 -4.1985 -0.8106 -0.9572


(b)
Formula: C3H7N2S3
Source: OMol25
Level of theory: ωB97M-V/def2-TZVPD

Output
Lowest unoccupied orbital energy in Eh: -0.1547
Gap between HOMO and LUMO in eV: 8.05
Total charge: +1

CARTESIAN COORDINATES (ANGSTROEM)
C1 -2.2290 -0.3765 0.2839
C2 2.9556 0.8014 -1.1795
C3 1.0627 -0.1533 0.4215
N1 2.1501 0.0459 -1.8819
N2 -3.0964 -0.5897 1.3630
S1 2.5997 0.9586 0.4871
S2 -0.5352 0.7700 0.7468
S3 0.3376 -0.5006 2.0373
H1 -2.5484 0.2690 -0.4645
H2 -1.8776 -1.4423 -0.0320
H3 3.7971 1.2945 -1.4776
H4 1.2951 -0.3284 -1.3868
H5 2.3422 -0.1870 -2.8261
H6 -3.5613 0.3054 1.6425
H7 -2.6923 -0.8670 2.2664


Which one sits at the top of the stability order? (b) does.


(a)
Formula: C10H19N2
Source: OMol25
Level of theory: ωB97M-V/def2-TZVPD

Output
Lowest unoccupied orbital energy in Eh: -0.1691
Gap between HOMO and LUMO in eV: 6.65
Total charge: +1

CARTESIAN COORDINATES (ANGSTROEM)
C1 -1.3740 1.1057 1.2005
C2 -2.8337 1.6118 -0.7251
C3 -1.1087 -0.0820 0.6179
C4 -2.4764 0.5362 -1.3915
C5 -2.1906 2.0846 0.5307
C6 -1.5854 -0.4149 -0.8036
C7 -1.9738 -1.8168 -2.7171
C8 -0.0180 -2.3788 -1.3313
C9 3.5737 -0.1607 2.6035
C10 3.1860 1.1520 0.7144
N1 -1.2570 -1.5251 -1.5115
N2 2.5356 0.5867 1.9555
H1 -1.1149 1.2511 2.2420
H2 -3.6452 2.2652 -1.0977
H3 -0.2537 -0.7408 1.0692
H4 -2.9415 0.2994 -2.3208
H5 -2.8253 2.4636 1.2906
H6 -1.5779 3.0323 0.4134
H7 -2.9272 -1.3304 -2.7093
H8 -1.4037 -1.5166 -3.5623
H9 -2.1619 -2.8668 -2.9222
H10 -0.1533 -3.1964 -0.7287
H11 0.1594 -2.8962 -2.2352
H12 0.7101 -1.5779 -0.9767
H13 3.8670 -1.0821 2.1275
H14 4.4394 0.5146 2.7260
H15 3.2024 -0.4462 3.6646
H16 3.7287 0.3874 0.1002
H17 2.4173 1.5998 0.1820
H18 3.9513 1.7736 1.1175
H19 2.0512 1.3677 2.4777


(b)
Formula: C10H19N2
Source: OMol25
Level of theory: ωB97M-V/def2-TZVPD

Output
Lowest unoccupied orbital energy in Eh: -0.1282
Gap between HOMO and LUMO in eV: 9.08
Total charge: +1

CARTESIAN COORDINATES (ANGSTROEM)
C1 -1.0647 -2.3090 0.0998
C2 0.3140 -1.7906 -0.0495
C3 -2.0931 -1.4526 0.3744
C4 0.6382 -0.5167 -0.3038
C5 -0.8129 0.3794 -0.8785
C6 -1.7769 0.0781 0.2995
C7 -3.1003 0.8547 -0.0024
C8 2.1868 1.5182 0.2316
C9 3.0641 -0.7635 0.1576
C10 2.0270 0.1641 -0.4087
N1 -0.9273 -0.0395 -2.2032
N2 -1.0938 0.5069 1.5981
H1 -1.2764 -3.2712 -0.2217
H2 1.1767 -2.4309 0.0773
H3 -3.0890 -1.8587 0.5238
H4 -0.4039 1.4112 -0.8339
H5 -3.8782 0.2707 -0.5508
H6 -2.7865 1.7394 -0.4355
H7 -3.6606 0.9881 0.9814
H8 1.7152 2.4576 -0.2155
H9 3.2437 1.6871 0.1004
H10 2.1035 1.4286 1.2934
H11 4.0264 -0.3794 0.1148
H12 3.1626 -1.7356 -0.2337
H13 2.8764 -0.7842 1.1807
H14 2.1361 0.3061 -1.4908
H15 -1.2514 -1.0702 -2.2085
H16 -1.7103 0.4604 -2.6789
H17 -1.3917 0.2637 2.5189
H18 -1.0734 1.5862 1.6991
H19 -0.1314 0.2654 1.6106


Which one sits at the top of the stability order? (b) does.


(a)
Formula: C2H11N4
Source: OMol25
Level of theory: ωB97M-V/def2-TZVPD

Output
Lowest unoccupied orbital energy in Eh: -0.1770
Gap between HOMO and LUMO in eV: 9.32
Total charge: +1

CARTESIAN COORDINATES (ANGSTROEM)
C1 -0.7906 -0.6837 0.4458
C2 -0.1652 -0.7623 -1.9326
N1 -1.1043 0.2797 -2.2846
N2 0.4624 0.8834 2.4391
N3 0.1729 -0.9632 -0.4876
N4 1.2253 -1.4665 -0.2101
H1 -1.1127 -1.5305 1.0113
H2 -0.1845 0.0230 1.2697
H3 -1.7227 -0.2341 0.1558
H4 0.7961 -0.6050 -2.5523
H5 -0.6566 -1.7323 -2.0897
H6 -0.5994 1.1619 -2.5108
H7 0.9093 0.4594 3.2294
H8 1.2304 1.3555 2.0312
H9 -0.1605 1.5165 2.7863
H10 -1.9726 0.3409 -1.7987
H11 1.3729 -1.6972 0.8030


(b)
Formula: C2H11N4
Source: OMol25
Level of theory: ωB97M-V/def2-TZVPD

Output
Lowest unoccupied orbital energy in Eh: -0.1072
Gap between HOMO and LUMO in eV: 11.19
Total charge: +1

CARTESIAN COORDINATES (ANGSTROEM)
C1 -2.2739 -0.1382 1.2666
N1 -1.1666 -1.1122 1.0235
H1 -1.9733 0.5136 2.0823
H2 -3.2325 -0.6220 1.4534
H3 -2.4320 0.4429 0.3579
H4 -0.9542 -1.5661 1.9076
H5 -1.5609 -1.8691 0.4737
N2 2.2249 1.1669 -1.5665
C2 1.3698 0.4266 -0.8428
N3 1.0801 -0.8141 -1.2574
N4 0.8304 0.9019 0.2575
H6 2.8148 0.6742 -2.2250
H7 2.6457 1.9664 -1.1338
H8 1.2508 -1.0172 -2.2280
H9 0.2523 -1.2345 -0.8576
H10 0.0694 0.4321 0.7652
H11 1.0552 1.8488 0.5234


Which one sits at the top of the stability order? (b) does.


(a)
Formula: C3H5Br2NO2
Source: OMol25
Level of theory: ωB97M-V/def2-TZVPD

Output
Lowest unoccupied orbital energy in Eh: -0.0329
Gap between HOMO and LUMO in eV: 8.97
Total charge: 0

CARTESIAN COORDINATES (ANGSTROEM)
C1 2.1685 0.0648 -0.4027
C2 0.8673 -0.0870 0.1119
C3 0.1507 0.7573 0.8279
N1 -1.2044 0.6020 1.1460
O1 -1.7425 1.3894 1.8744
O2 -1.8215 -0.3098 0.6386
Br1 -3.2977 -2.4777 -1.3192
Br2 -3.7067 -0.4865 -2.2423
H1 2.5245 0.9866 -0.4051
H2 2.1322 -0.2977 -1.3478
H3 2.7846 -0.7630 0.1504
H4 0.5442 -1.0971 -0.0313
H5 0.6007 1.7187 0.9993


(b)
Formula: C3H5Br2NO2
Source: OMol25
Level of theory: ωB97M-V/def2-TZVPD

Output
Lowest unoccupied orbital energy in Eh: -0.0332
Gap between HOMO and LUMO in eV: 9.51
Total charge: 0

CARTESIAN COORDINATES (ANGSTROEM)
C1 -1.2762 0.8683 0.8223
C2 -0.3901 0.3854 -0.2617
C3 0.9402 0.4039 -0.1957
N1 1.7581 -0.1124 -1.2819
O1 1.1728 -0.4860 -2.2700
O2 2.9494 -0.1377 -1.1112
Br1 -2.9888 1.4977 0.1274
Br2 1.9661 1.0441 1.2426
H1 -0.5331 -2.9758 0.5496
H2 -1.5094 0.0568 1.5188
H3 -0.8192 1.6908 1.3772
H4 -0.8464 -0.0258 -1.1553
H5 -0.4236 -2.2093 0.6379


Which one sits at the top of the stability order? (b) does.


(a)
Formula: C6H14N2
Source: OMol25
Level of theory: ωB97M-V/def2-TZVPD

Output
Lowest unoccupied orbital energy (alpha / beta) in Eh: 0.0181 / 0.0181
Gap between HOMO and LUMO (alpha / beta) in eV: 8.13 / 8.14
Total charge: 0

CARTESIAN COORDINATES (ANGSTROEM)
C1 -1.5828 0.8549 0.1388
C2 -1.3857 1.4884 -1.1825
C3 -0.2268 0.3915 0.8783
N1 -0.5218 -0.3808 2.0161
C4 0.8354 1.2309 0.8961
H1 0.2644 -0.5685 2.6176
H2 -1.0857 -1.2001 1.8415
H3 -2.1987 -0.0425 0.0406
H4 -2.0280 1.5113 0.8860
H5 1.0075 1.9232 0.0899
H6 1.5968 1.1680 1.6598
H7 -1.0045 2.5036 -1.1492
H8 -0.5045 0.5859 -1.7835
H9 -2.2211 1.3819 -1.8683
C5 1.6289 -1.7405 -0.0967
C6 0.3930 -1.1672 -0.7255
N2 0.4129 -0.4542 -1.8309
H10 1.3267 -0.0398 -2.0162
H11 -0.5137 -1.7563 -0.5945
H12 1.4561 -1.9520 0.9572
H13 2.4687 -1.0532 -0.1904
H14 1.8829 -2.6843 -0.5842


(b)
Formula: C6H14N2
Source: OMol25
Level of theory: ωB97M-V/def2-TZVPD

Output
Lowest unoccupied orbital energy in Eh: 0.0273
Gap between HOMO and LUMO in eV: 8.57
Total charge: 0

CARTESIAN COORDINATES (ANGSTROEM)
C1 -0.3346 -1.2606 1.3005
C2 0.2769 -1.8265 -0.9857
N1 0.1108 -0.7505 0.0005
H1 -0.7910 0.2956 -0.4070
H2 0.4473 -1.8437 1.7930
H3 -0.6131 -0.4190 1.9326
H4 -1.2126 -1.8869 1.1492
H5 -0.6456 -2.4069 -1.0217
H6 0.4321 -1.4027 -1.9734
H7 1.1022 -2.4935 -0.7247
C3 1.6483 0.7415 -1.3008
C4 1.1477 0.3134 0.0499
C5 -1.5817 1.4364 -0.2904
C6 -2.0118 1.9513 0.8527
N2 1.7500 0.7038 1.0920
H8 1.4224 0.3118 1.9682
H9 -2.1181 1.6377 -1.2173
H10 2.3596 0.0101 -1.6921
H11 2.1544 1.6949 -1.1817
H12 0.8440 0.8509 -2.0255
H13 -3.0367 2.2926 0.9715
H14 -1.3506 2.0504 1.7103


Which one sits at the top of the stability order? (a) does.


(a)
Formula: C6H14N2
Source: OMol25
Level of theory: ωB97M-V/def2-TZVPD

Output
Lowest unoccupied orbital energy in Eh: -0.0467
Gap between HOMO and LUMO in eV: 5.80
Total charge: 0

CARTESIAN COORDINATES (ANGSTROEM)
C1 2.2898 -0.2130 0.4052
N1 1.7990 -0.4542 1.6500
C2 -1.5524 -0.4465 0.9472
C3 -2.8861 0.1857 0.7705
C4 -3.6317 -0.0211 -0.3620
C5 -3.5358 -0.7770 -1.5337
C6 3.5200 0.6664 0.1025
N2 3.3518 1.0447 -1.2739
H1 1.5893 0.5533 1.1483
H2 2.2782 -1.0593 -0.2732
H3 -1.3631 -0.6412 2.0137
H4 -1.5234 -1.3708 0.3883
H5 -0.7420 0.2096 0.6010
H6 -2.0285 -0.7560 -2.8812
H7 -3.4662 0.6479 1.5739
H8 -4.5560 0.5627 -0.2567
H9 -4.3754 -1.1155 -2.1004
H10 -2.5793 -0.8094 -2.1397
H11 4.4732 0.1819 0.3350
H12 3.5412 1.5623 0.7301
H13 2.8942 0.3784 -1.8711
H14 4.1502 1.4734 -1.7270


(b)
Formula: C6H14N2
Source: OMol25
Level of theory: ωB97M-V/def2-TZVPD

Output
Lowest unoccupied orbital energy in Eh: 0.0328
Gap between HOMO and LUMO in eV: 10.09
Total charge: 0

CARTESIAN COORDINATES (ANGSTROEM)
C1 0.3483 -0.2523 0.3321
C2 -0.0234 -0.3091 -1.1056
C3 0.1536 1.0830 1.0243
C4 -0.1140 -1.4416 1.1483
N1 -3.0733 0.4037 -0.2597
N2 -0.3370 0.7573 -1.7415
C5 1.9065 -0.4469 -0.0967
C6 2.6792 0.3893 -0.7677
H1 -0.1781 -1.3336 -1.4798
H2 -2.8995 -0.5584 0.0050
H3 -3.5493 0.9437 0.4579
H4 -2.3660 0.9541 -0.7703
H5 -0.5350 0.6123 -2.7276
H6 2.3661 -1.2612 0.4582
H7 0.4442 1.9070 0.3778
H8 0.7530 1.1134 1.9308
H9 -0.8880 1.2033 1.3054
H10 0.1273 -2.3854 0.6527
H11 0.3727 -1.4275 2.1167
H12 -1.1995 -1.4037 1.2925
H13 3.7516 0.2739 -0.7837
H14 2.2608 1.1786 -1.3691


Which one sits at the top of the stability order? (b) does.